# 1
{"formula": "C21H12Br2Cl8GeHgN2O3", "method": "wB97M-V/def2-TZVPD", "max_force_ev_per_a": 0.37, "homo_energy_ha": -0.081, "relative_energy_kj_mol": 0.00, "spin_multiplicity": 1, "orbital_gap_ev": 6.305, "energy_ha": -12202.85018, "charge": -2, "species": ["Hg", "O", "C", "C", "C", "C", "C", "C", "C", "O", "N", "N", "C", "C", "C", "C", "C", "C", "C", "O", "H", "H", "H", "H", "H", "H", "H", "H", "H", "H", "Br", "C", "Br", "H", "H", "Cl", "C", "C", "C", "Cl", "C", "Cl", "C", "Cl", "C", "Cl", "Cl", "Ge", "Cl", "Cl"], "positions_angstrom": [[-1.134, -0.094, -0.817], [2.614, -3.157, -0.950], [3.120, -2.700, 0.206], [3.908, -3.570, 0.967], [4.431, -3.165, 2.179], [4.172, -1.888, 2.666], [3.389, -1.029, 1.914], [2.867, -1.400, 0.679], [1.953, -0.484, -0.086], [1.376, -0.958, -1.117], [1.780, 0.715, 0.425], [0.658, 1.333, -0.102], [0.673, 2.610, -0.122], [-0.432, 3.504, -0.458], [-0.090, 4.859, -0.517], [-0.997, 5.863, -0.795], [-2.322, 5.492, -1.020], [-2.700, 4.173, -0.955], [-1.788, 3.116, -0.675], [-2.246, 1.909, -0.615], [1.992, -2.427, -1.263], [4.069, -4.570, 0.585], [5.028, -3.859, 2.759], [4.556, -1.575, 3.628], [3.147, -0.038, 2.272], [1.607, 3.102, 0.163], [0.949, 5.120, -0.337], [-0.686, 6.899, -0.839], [-3.068, 6.247, -1.250], [-3.728, 3.879, -1.137], [-4.927, -0.926, -1.671], [-5.069, 0.988, -1.491], [-5.419, 1.893, -3.158], [-4.113, 1.358, -1.114], [-5.902, 1.194, -0.831], [-1.062, 0.273, 2.561], [-0.734, -1.340, 1.990], [-1.073, -1.680, 0.685], [-0.856, -3.002, 0.322], [-1.311, -3.519, -1.275], [-0.277, -3.934, 1.177], [-0.009, -5.566, 0.677], [0.099, -3.540, 2.457], [0.846, -4.671, 3.528], [-0.144, -2.238, 2.876], [0.299, -1.762, 4.479], [0.416, -1.846, -4.184], [-0.984, -0.334, -3.363], [-2.693, -0.753, -4.711], [-0.188, 1.497, -4.343]], "forces_ev_per_angstrom": [[-0.1, -0.3, 0.0], [-0.1, 0.1, 0.0], [0.0, -0.1, 0.0], [0.0, 0.0, 0.0], [0.0, 0.0, 0.0], [0.0, 0.0, 0.0], [0.0, 0.1, 0.0], [0.0, 0.0, 0.0], [0.1, -0.2, 0.2], [0.0, -0.1, 0.0], [-0.2, 0.0, 0.0], [0.1, 0.3, -0.1], [0.0, -0.2, 0.1], [0.1, 0.0, 0.0], [0.0, 0.1, 0.0], [0.0, -0.1, 0.0], [-0.1, 0.1, 0.0], [0.0, -0.2, 0.0], [-0.1, 0.1, -0.1], [0.0, 0.0, 0.0], [0.1, 0.0, -0.1], [0.0, 0.0, 0.0], [0.0, 0.0, 0.0], [0.0, 0.0, 0.0], [0.0, 0.0, 0.0], [0.0, 0.0, 0.0], [0.0, 0.0, 0.0], [0.0, 0.0, 0.0], [0.0, 0.0, 0.0], [0.0, 0.0, 0.0], [0.0, 0.0, 0.0], [0.1, 0.0, 0.1], [0.0, 0.0, -0.1], [0.0, 0.0, 0.0], [0.0, 0.0, 0.0], [0.0, 0.0, -0.1], [0.0, 0.1, 0.1], [0.2, 0.2, 0.2], [0.0, 0.0, -0.1], [0.0, 0.0, 0.0], [0.0, 0.0, 0.0], [0.0, 0.0, 0.0], [0.0, -0.1, 0.0], [0.0, 0.0, 0.0], [0.0, 0.0, 0.1], [0.0, 0.0, 0.0], [0.0, 0.0, 0.0], [0.3, 0.1, -0.3], [-0.2, 0.0, -0.1], [0.0, 0.0, 0.0]], "nbo_charge": [1.373, -0.699, 0.352, -0.296, -0.199, -0.305, -0.099, -0.223, 0.573, -0.786, -0.489, -0.372, 0.092, -0.236, -0.152, -0.324, -0.202, -0.319, 0.493, -0.886, 0.523, 0.209, 0.191, 0.194, 0.226, 0.156, 0.189, 0.189, 0.188, 0.196, 0.028, -0.539, 0.003, 0.287, 0.208, 0.016, -0.072, -0.517, 0.041, 0.015, -0.135, 0.023, -0.080, 0.019, -0.096, 0.017, -0.492, 0.731, -0.508, -0.505]}

# 2
{"formula": "C21H13BiBrF6N3O5PS", "method": "wB97M-V/def2-TZVPD", "max_force_ev_per_a": 0.25, "homo_energy_ha": -0.204, "relative_energy_kj_mol": 0.00, "spin_multiplicity": 1, "orbital_gap_ev": 7.421, "energy_ha": -5476.25559, "charge": -1, "species": ["Bi", "O", "C", "C", "C", "C", "C", "C", "C", "O", "N", "N", "C", "C", "C", "C", "C", "C", "C", "O", "H", "H", "H", "H", "H", "H", "H", "H", "H", "H", "F", "P", "F", "F", "F", "F", "F", "S", "C", "Br", "C", "C", "N", "C", "C", "C", "C", "O", "O", "H", "H", "H"], "positions_angstrom": [[-0.215, 0.856, -0.082], [2.624, -1.277, 3.013], [3.814, -0.957, 2.473], [4.954, -1.419, 3.135], [6.211, -1.155, 2.636], [6.366, -0.422, 1.462], [5.242, 0.035, 0.804], [3.957, -0.216, 1.289], [2.773, 0.284, 0.549], [1.627, 0.226, 1.150], [2.957, 0.768, -0.642], [1.764, 1.174, -1.231], [1.908, 1.700, -2.398], [0.888, 2.182, -3.291], [1.330, 2.887, -4.424], [0.452, 3.381, -5.357], [-0.919, 3.155, -5.167], [-1.380, 2.458, -4.080], [-0.494, 1.944, -3.105], [-0.983, 1.265, -2.113], [1.923, -0.870, 2.455], [4.813, -1.990, 4.042], [7.082, -1.523, 3.164], [7.351, -0.211, 1.070], [5.329, 0.605, -0.110], [2.939, 1.789, -2.737], [2.396, 3.038, -4.549], [0.809, 3.927, -6.219], [-1.628, 3.533, -5.893], [-2.436, 2.279, -3.924], [-2.409, 0.821, 2.059], [-3.663, 1.356, 1.149], [-4.601, 0.196, 1.756], [-4.086, 2.369, 2.315], [-2.659, 2.483, 0.520], [-3.152, 0.310, -0.026], [-4.850, 1.856, 0.202], [0.388, -1.920, -2.086], [-0.391, -1.333, -0.816], [-6.503, -3.598, 0.309], [-5.029, -3.105, 1.384], [-5.158, -3.103, 2.764], [-4.171, -2.758, 3.583], [-3.021, -2.388, 3.034], [-2.803, -2.375, 1.662], [-3.831, -2.738, 0.806], [-1.500, -1.890, 1.161], [-0.653, -1.355, 1.824], [-1.331, -2.112, -0.177], [-6.097, -3.389, 3.222], [-2.229, -2.074, 3.702], [-3.704, -2.700, -0.266]], "forces_ev_per_angstrom": [[-0.2, -0.1, 0.1], [-0.1, 0.0, -0.1], [0.0, 0.0, 0.0], [0.0, 0.0, 0.0], [0.0, 0.0, 0.0], [0.0, 0.0, 0.0], [0.0, 0.0, 0.0], [0.0, 0.0, -0.1], [0.1, 0.1, 0.1], [0.0, -0.1, -0.1], [-0.1, 0.0, -0.1], [0.1, 0.0, -0.2], [0.0, 0.0, 0.0], [0.1, 0.0, 0.0], [0.0, 0.0, 0.0], [0.0, 0.0, 0.0], [0.0, 0.0, 0.0], [0.0, 0.0, 0.0], [-0.1, 0.0, -0.1], [0.1, 0.1, 0.2], [0.1, 0.0, 0.1], [0.0, 0.0, 0.0], [0.0, 0.0, 0.0], [0.0, 0.0, 0.0], [0.0, 0.0, 0.0], [0.0, 0.0, 0.0], [0.0, 0.0, 0.0], [0.0, 0.0, 0.0], [0.0, 0.0, 0.0], [0.0, 0.0, 0.0], [-0.1, 0.0, 0.1], [0.1, 0.1, 0.1], [0.0, 0.0, 0.0], [-0.1, 0.0, 0.0], [-0.1, 0.0, 0.0], [0.1, 0.0, 0.0], [0.1, 0.0, 0.0], [0.0, 0.0, 0.0], [0.1, 0.0, 0.0], [0.0, 0.0, 0.0], [0.0, 0.0, 0.0], [0.0, 0.0, 0.0], [0.0, 0.0, 0.0], [0.0, 0.0, 0.0], [0.1, 0.0, 0.0], [0.0, 0.0, 0.0], [-0.1, 0.0, -0.1], [0.0, 0.0, 0.0], [0.0, 0.0, 0.1], [0.0, 0.0, 0.0], [0.0, 0.0, 0.0], [0.0, 0.0, 0.0]], "nbo_charge": [1.803, -0.677, 0.346, -0.284, -0.181, -0.277, -0.154, -0.155, 0.572, -0.827, -0.433, -0.411, 0.190, -0.259, -0.132, -0.296, -0.182, -0.240, 0.408, -0.809, 0.524, 0.218, 0.203, 0.205, 0.229, 0.193, 0.200, 0.206, 0.205, 0.220, -0.600, 2.601, -0.590, -0.580, -0.594, -0.605, -0.578, 0.028, -0.186, 0.058, -0.134, 0.039, -0.404, 0.101, -0.199, -0.124, 0.811, -0.567, -0.553, 0.199, 0.218, 0.252]}